Density functional theory data (wB97M-V/def2-TZVPD) for a structure of composition C15H36AlBrN3O7.

Last column: Löwdin charge in e.
Element x y z (Å)
N  1.88  -4.33  -0.66  0.067
C  1.99  -3.55  -1.86  -0.159
N  1.09  -2.34  -1.66  -0.017
C  1.69  -0.97  -1.84  -0.078
C  0.57  -0.03  -2.23  -0.235
C  -0.69  -0.87  -2.30  -0.126
C  -0.35  -2.36  -2.19  -0.128
C  -0.61  -3.13  -3.51  -0.122
O  -1.60  -4.04  -3.15  -0.050
C  -2.88  -3.46  -3.26  -0.241
O  -3.57  -3.96  -2.19  -0.029
C  -4.83  -3.37  -2.00  -0.120
C  -4.65  -2.08  -1.14  -0.136
O  -3.29  -1.67  -1.27  -0.094
H  2.72  -4.87  -0.51  0.108
H  1.10  -4.97  -0.71  0.107
H  3.00  -3.18  -1.95  0.139
H  1.76  -4.06  -2.79  0.126
H  0.98  -2.39  -0.65  0.165
H  2.62  -0.94  -2.40  0.149
H  2.02  -0.69  -0.83  0.110
H  0.84  0.34  -3.33  -0.144
H  0.44  0.85  -1.57  -0.038
H  -1.39  -0.62  -1.49  0.104
H  -1.25  -0.62  -3.20  0.114
H  -0.97  -2.79  -1.41  0.165
H  -0.96  -2.45  -4.29  0.135
H  0.25  -3.65  -3.92  0.127
H  -3.32  -3.63  -4.25  0.172
H  -2.80  -2.37  -3.10  0.125
H  -5.44  -4.11  -1.51  0.141
H  -5.34  -3.09  -2.93  0.138
H  -5.29  -1.30  -1.55  0.129
H  -4.96  -2.25  -0.11  0.135
H  -3.20  -0.75  -1.00  0.053
Br  0.50  1.01  -4.99  0.462
C  -3.04  0.62  1.56  -0.804
O  -2.83  0.73  0.32  0.006
O  -4.02  1.27  2.16  0.178
O  -2.30  -0.14  2.20  0.096
H  -4.49  1.80  1.50  0.144
C  2.32  4.12  1.83  -0.033
N  2.07  4.15  3.30  -0.351
C  0.75  4.80  3.58  0.035
C  3.17  4.98  3.92  0.050
C  2.01  2.77  3.93  -0.101
C  3.22  1.89  3.79  -0.180
O  3.41  1.64  2.39  -0.116
H  2.06  5.10  1.44  0.130
H  3.36  3.91  1.64  0.118
H  1.73  3.35  1.29  -0.111
H  0.77  5.81  3.18  0.123
H  0.59  4.84  4.66  0.127
H  -0.04  4.22  3.11  0.113
H  4.13  4.54  3.68  0.115
H  3.01  5.00  5.00  0.130
H  3.11  5.98  3.51  0.127
H  1.15  2.27  3.46  0.117
H  1.78  2.94  4.98  0.157
H  3.00  0.95  4.31  0.148
H  4.11  2.32  4.25  0.138
H  4.20  1.10  2.27  0.120
Al  0.72  1.73  0.51  1.270

Calculated total energy (a.u.): -4099.23115
HOMO (eV): -15.82
Net charge: +3
Multiplicity: 1
Frontier orbital gap (eV): 2.379